No. 1
This record from OMol25 describes C4H4N2O2 as an isolated structure in a non-equilibrium geometry. The level of theory is wB97M-V/def2-TZVPD.

```
12
Properties=species:S:1:pos:R:3:mulliken_charge:R:1
C -0.981 -0.259 0.118 0.380
C -0.751 1.056 -0.015 -0.189
C 1.081 0.098 -0.028 0.476
C 2.413 0.033 -0.038 0.036
H -2.950 -0.427 -0.293 0.240
H -2.274 -1.947 0.290 0.298
H -1.290 2.064 -0.288 0.297
H 2.936 1.091 0.633 0.188
N -2.139 -0.971 -0.280 -0.499
N 0.561 1.269 -0.099 -0.411
O 3.177 -0.978 -0.242 -0.502
O 0.217 -1.027 0.243 -0.315
```

- E_tot: -414.6879 hartree
- Kohn-Sham gap: 8.299 eV
- E_LUMO: -0.0202 Eh
- Net charge: 0
- Max |F|: 11.1 eV/Å
- 2S+1: 1

No. 2
This record from OMol25 describes C4H4N2O2 as an isolated structure in a non-equilibrium geometry. The level of theory is wB97M-V/def2-TZVPD.

```
12
Properties=species:S:1:pos:R:3:mulliken_charge:R:1
C -0.277 1.094 0.557 -0.017
C -0.382 -0.818 -0.528 0.246
C 0.701 -1.813 -0.504 -0.062
C 0.478 0.032 0.052 0.530
H 1.255 2.542 0.780 0.395
H -2.089 1.609 0.095 0.152
H 0.515 -2.461 0.402 0.171
H 1.245 -2.250 -1.401 0.230
N -1.441 0.983 -0.011 0.350
N -1.609 -0.250 -0.677 -0.849
O 0.025 2.092 1.321 -0.655
O 1.579 -0.759 -0.087 -0.492
```

- E_tot: -414.5661 hartree
- Kohn-Sham gap: 7.020 eV
- E_LUMO: -0.0372 Eh
- Net charge: 0
- Max |F|: 7.3 eV/Å
- 2S+1: 1

No. 3
This record from OMol25 describes a 2-piece molecular cluster, C4H4N2O2 overall in a non-equilibrium geometry. The level of theory is wB97M-V/def2-TZVPD.

```
12
Properties=species:S:1:pos:R:3:mulliken_charge:R:1
C -1.433 0.625 0.809 -0.435
C -0.160 0.310 -0.133 0.605
C 1.949 -0.468 -0.725 0.388
C -0.044 -0.426 -1.520 -0.187
H -0.057 -0.367 2.552 0.327
H -1.991 -0.543 0.864 0.200
H -2.062 1.489 0.501 0.343
H -0.722 -0.531 -2.311 0.461
N 1.065 0.205 0.283 -0.397
N 1.079 -0.885 -1.747 -0.410
O -0.762 1.215 2.030 -0.479
O 3.139 -0.624 -0.603 -0.416
```

- E_tot: -414.5503 hartree
- Kohn-Sham gap: 8.273 eV
- E_LUMO: -0.0772 Eh
- Net charge: 0
- Max |F|: 6.0 eV/Å
- 2S+1: 1

No. 4
This record from OMol25 describes C4H4N2O2 as an isolated structure in a non-equilibrium geometry. The level of theory is wB97M-V/def2-TZVPD.

```
12
Properties=species:S:1:pos:R:3:mulliken_charge:R:1
C 0.195 -2.767 -0.175 -0.140
C -0.185 0.950 -0.060 0.561
C 0.060 -0.862 -0.297 1.402
C -0.229 2.319 0.322 -1.107
N 0.136 -2.039 -1.245 -0.639
N -1.059 0.033 -0.260 -0.588
O 0.056 -1.836 0.775 -0.430
O 1.077 0.147 -0.178 -0.424
H 0.412 -3.781 -0.167 0.401
H 0.200 2.849 -0.438 0.354
H 0.576 2.461 1.050 0.315
H -1.240 2.525 0.672 0.296
```

- E_tot: -414.6980 hartree
- Kohn-Sham gap: 10.907 eV
- E_LUMO: 0.0289 Eh
- Net charge: 0
- Max |F|: 4.6 eV/Å
- 2S+1: 1

No. 5
This record from OMol25 describes C4H4N2O2S as an isolated structure in a non-equilibrium geometry. The level of theory is wB97M-V/def2-TZVPD.

```
13
Properties=species:S:1:pos:R:3:mulliken_charge:R:1
C -1.283 0.954 0.086 0.017
C -1.623 -0.408 0.078 0.208
C 0.132 1.377 0.107 -0.454
C 0.135 -1.441 0.097 -0.479
N -2.372 1.665 0.111 -0.413
N -2.908 -0.563 0.100 0.752
O -3.691 -1.471 0.105 -0.708
O -3.412 0.836 0.110 -0.173
S 1.156 -0.082 0.614 -0.116
H 0.468 1.750 -0.858 0.300
H 0.319 2.138 0.863 0.357
H 0.027 -2.209 0.848 0.372
H 0.199 -1.756 -0.932 0.336
```

- E_tot: -812.7770 hartree
- Kohn-Sham gap (alpha / beta): 9.151 / 9.152 eV
- E_LUMO (alpha / beta): -0.0040 / -0.0040 Eh
- Net charge: 0
- Max |F|: 4.9 eV/Å
- 2S+1: 1

No. 6
This record from OMol25 describes a single C4H4N2OS molecule in a non-equilibrium geometry. The level of theory is wB97M-V/def2-TZVPD.

```
12
Properties=species:S:1:pos:R:3:mulliken_charge:R:1
C 0.892 -2.790 -0.623 -0.952
C 0.302 -1.483 -0.198 0.625
N -0.695 -1.357 0.605 -0.575
C -0.913 0.030 0.735 0.475
O -1.755 0.578 1.383 -0.464
C 0.145 0.751 -0.140 0.105
S 0.360 2.340 -0.369 -0.272
N 0.842 -0.292 -0.668 -0.013
H 1.738 -2.661 -1.269 0.313
H 0.133 -3.404 -1.086 0.281
H 1.227 -3.331 0.287 0.271
H 1.597 -0.170 -1.295 0.204
```

- E_tot: -737.7655 hartree
- Kohn-Sham gap: 7.788 eV
- E_LUMO: -0.0489 Eh
- Net charge: 0
- Max |F|: 1.3 eV/Å
- SMILES: CC1=NC(=O)C(=S)N1
- 2S+1: 1

Respective relative energy (zero: lowest compared OMol25 entry of this formula, charge and spin) values: 99.32; 175.77; 185.68; 92.99; 158.10; 2.52 kcal/mol.
Respective molecular weight values: 112.088; 112.088; 112.088; 112.088; 144.155; 128.156 g mol⁻¹.